Density functional theory data (the ωB97M-V functional and the def2-TZVPD basis) for 9 unconnected molecules or ions with the total composition C32H89N7O11 at a distorted geometry.

Summary:
structure (SMILES)	COC[C@H](C)N.COC[C@H](C)N.COC[C@H](C)N.COC[C@H](C)N.COC[C@H](C)N.COC[C@H](C)N.COC[C@H](C)N.OCCO.OCCO
E_LUMO	0.2	eV
highest occupied orbital energy	-8.650	eV
electronic energy	-2483.4123	hartree

Bonds (Å) are listed after each position.
Positions of all 139 atoms, in Å:
1 C 3.06 -3.64 -5.91  C2 1.536, H7 1.086, H8 1.095, H9 1.093
2 C 2.40 -3.26 -4.58  C1 1.536, C3 1.510, N6 1.462, H10 1.096
3 C 3.46 -2.83 -3.59  C2 1.510, O4 1.393, H11 1.105, H12 1.106
4 O 2.86 -2.50 -2.38  C3 1.393, C5 1.415
5 C 3.80 -1.93 -1.48  O4 1.415, H13 1.099, H14 1.099, H15 1.083
6 N 1.37 -2.25 -4.80  C2 1.462, H16 1.012, H17 1.021
7 H 2.38 -4.23 -6.51  C1 1.086
8 H 3.97 -4.23 -5.75  C1 1.095
9 H 3.39 -2.73 -6.44  C1 1.093
10 H 1.92 -4.16 -4.19  C2 1.096
11 H 4.02 -1.96 -3.98  C3 1.105
12 H 4.21 -3.63 -3.45  C3 1.106
13 H 4.25 -1.02 -1.91  C5 1.099
14 H 4.62 -2.64 -1.29  C5 1.099
15 H 3.27 -1.65 -0.58  C5 1.083
16 H 0.93 -2.06 -3.90  N6 1.012
17 H 1.77 -1.36 -5.08  N6 1.021
18 C -0.93 -1.63 -2.38  C19 1.478, H24 1.100, H25 1.093, H26 1.092
19 C -2.30 -1.37 -1.88  C18 1.478, C20 1.515, N23 1.471, H27 1.103
20 C -2.87 -2.52 -1.08  C19 1.515, O21 1.404, H28 1.109, H29 1.099
21 O -2.73 -3.76 -1.72  C20 1.404, C22 1.422
22 C -3.46 -3.85 -2.94  O21 1.422, H30 1.087, H31 1.095, H32 1.092
23 N -2.27 -0.13 -1.10  C19 1.471, H33 1.014, H34 1.020
24 H -0.26 -1.82 -1.52  C18 1.100
25 H -0.49 -0.78 -2.92  C18 1.093
26 H -0.76 -2.52 -2.99  C18 1.092
27 H -2.97 -1.20 -2.74  C19 1.103
28 H -3.94 -2.33 -0.87  C20 1.109
29 H -2.40 -2.56 -0.08  C20 1.099
30 H -3.13 -4.78 -3.40  C22 1.087
31 H -3.17 -3.04 -3.63  C22 1.095
32 H -4.54 -3.84 -2.77  C22 1.092
33 H -1.94 0.62 -1.69  N23 1.014
34 H -3.22 0.13 -0.83  N23 1.020
35 C -3.37 3.40 0.95  C36 1.511, H41 1.097, H42 1.091, H43 1.089
36 C -3.27 4.16 2.25  C35 1.511, C37 1.509, N40 1.441, H44 1.106
37 C -2.00 4.97 2.32  C36 1.509, O38 1.391, H45 1.099, H46 1.094
38 O -0.86 4.24 2.03  C37 1.391, C39 1.433
39 C -0.50 3.31 3.06  O38 1.433, H47 1.094, H48 1.100, H49 1.087
40 N -4.38 5.07 2.43  C36 1.441, H50 1.017, H51 1.020
41 H -3.58 4.05 0.10  C35 1.097
42 H -4.21 2.70 0.97  C35 1.091
43 H -2.45 2.83 0.76  C35 1.089
44 H -3.20 3.40 3.04  C36 1.106
45 H -1.88 5.45 3.30  C37 1.099
46 H -2.07 5.77 1.57  C37 1.094
47 H -1.19 2.46 3.11  C39 1.094
48 H -0.53 3.79 4.05  C39 1.100
49 H 0.52 2.99 2.86  C39 1.087
50 H -5.26 4.57 2.46  N40 1.017
51 H -4.30 5.50 3.35  N40 1.020
52 C 3.89 1.66 -7.79  C53 1.514, H58 1.099, H59 1.091, H60 1.082
53 C 3.09 0.80 -6.83  C52 1.514, C54 1.513, N57 1.490, H61 1.096
54 C 3.31 1.28 -5.41  C53 1.513, O55 1.390, H62 1.109, H63 1.106
55 O 2.67 0.42 -4.53  C54 1.390, C56 1.406
56 C 2.55 0.98 -3.24  O55 1.406, H64 1.088, H65 1.099, H66 1.095
57 N 1.65 0.81 -7.21  C53 1.490, H67 1.020, H68 1.017
58 H 4.93 1.69 -7.44  C52 1.099
59 H 3.53 2.69 -7.73  C52 1.091
60 H 3.90 1.27 -8.80  C52 1.082
61 H 3.39 -0.25 -6.88  C53 1.096
62 H 2.95 2.33 -5.34  C54 1.109
63 H 4.38 1.35 -5.15  C54 1.106
64 H 2.02 0.26 -2.63  C56 1.088
65 H 1.98 1.92 -3.28  C56 1.099
66 H 3.53 1.20 -2.81  C56 1.095
67 H 1.23 1.68 -6.88  N57 1.020
68 H 1.17 0.07 -6.71  N57 1.017
69 C 3.45 4.48 -0.88  C70 1.518, H75 1.092, H76 1.097, H77 1.090
70 C 2.38 4.72 0.17  C69 1.518, C71 1.535, N74 1.473, H78 1.095
71 C 1.68 6.08 0.01  C70 1.535, O72 1.402, H79 1.103, H80 1.109
72 O 2.41 7.06 0.69  C71 1.402, C73 1.407
73 C 1.72 8.29 0.75  O72 1.407, H81 1.092, H82 1.089, H83 1.103
74 N 1.42 3.60 0.13  C70 1.473, H84 1.023, H85 1.024
75 H 4.24 5.23 -0.86  C69 1.092
76 H 3.00 4.56 -1.89  C69 1.097
77 H 3.89 3.49 -0.76  C69 1.090
78 H 2.80 4.73 1.18  C70 1.095
79 H 0.65 5.99 0.41  C71 1.103
80 H 1.58 6.32 -1.06  C71 1.109
81 H 1.42 8.61 -0.25  C73 1.092
82 H 2.36 9.01 1.25  C73 1.089
83 H 0.83 8.20 1.40  C73 1.103
84 H 0.64 3.81 0.77  N74 1.023
85 H 0.96 3.59 -0.78  N74 1.024
86 C -4.72 -2.42 3.55  C87 1.534, H92 1.095, H93 1.090, H94 1.092
87 C -3.93 -1.32 4.26  C86 1.534, C88 1.482, N91 1.494, H95 1.108
88 C -4.25 -1.26 5.71  C87 1.482, O89 1.422, H96 1.092, H97 1.106
89 O -3.54 -0.28 6.45  C88 1.422, C90 1.413
90 C -3.84 1.05 6.09  O89 1.413, H98 1.096, H99 1.093, H100 1.090
91 N -2.47 -1.55 4.08  C87 1.494, H101 1.022, H102 1.027
92 H -4.33 -3.39 3.86  C86 1.095
93 H -4.55 -2.37 2.47  C86 1.090
94 H -5.79 -2.37 3.78  C86 1.092
95 H -4.20 -0.36 3.76  C87 1.108
96 H -4.04 -2.21 6.20  C88 1.092
97 H -5.33 -1.08 5.85  C88 1.106
98 H -4.92 1.11 5.87  C90 1.096
99 H -3.29 1.40 5.22  C90 1.093
100 H -3.52 1.63 6.95  C90 1.090
101 H -2.01 -1.02 4.82  N91 1.022
102 H -2.12 -1.07 3.24  N91 1.027
103 C 0.46 -5.59 -1.98  C104 1.514, H109 1.101, H110 1.089, H111 1.093
104 C 0.11 -5.91 -0.54  C103 1.514, C105 1.486, N108 1.468, H112 1.098
105 C 0.68 -4.90 0.39  C104 1.486, O106 1.413, H113 1.102, H114 1.103
106 O 0.32 -5.31 1.69  C105 1.413, C107 1.391
107 C 0.97 -4.58 2.68  O106 1.391, H115 1.097, H116 1.105, H117 1.087
108 N -1.33 -6.11 -0.37  C104 1.468, H118 1.018, H119 1.029
109 H -0.11 -4.72 -2.33  C103 1.101
110 H 0.19 -6.41 -2.65  C103 1.089
111 H 1.51 -5.32 -2.08  C103 1.093
112 H 0.62 -6.85 -0.28  C104 1.098
113 H 0.28 -3.89 0.18  C105 1.102
114 H 1.78 -4.88 0.32  C105 1.103
115 H 0.91 -3.51 2.49  C107 1.097
116 H 2.04 -4.85 2.75  C107 1.105
117 H 0.48 -4.79 3.63  C107 1.087
118 H -1.49 -6.14 0.64  N108 1.018
119 H -1.80 -5.28 -0.74  N108 1.029
120 C 0.11 0.39 1.66  C121 1.511, O123 1.443, H124 1.101, H125 1.091
121 C 1.04 0.12 0.50  C120 1.511, O122 1.397, H126 1.100, H127 1.091
122 O 2.18 0.92 0.55  C121 1.397, H128 0.999
123 O -1.08 -0.43 1.58  C120 1.443, H129 0.982
124 H -0.14 1.46 1.68  C120 1.101
125 H 0.57 0.12 2.61  C120 1.091
126 H 0.49 0.31 -0.44  C121 1.100
127 H 1.38 -0.91 0.50  C121 1.091
128 H 1.93 1.88 0.43  O122 0.999
129 H -1.47 -0.32 0.69  O123 0.982
130 C 0.42 0.01 5.69  C131 1.489, O133 1.424, H134 1.099, H135 1.092
131 C 0.75 -0.59 7.01  C130 1.489, O132 1.428, H136 1.095, H137 1.099
132 O -0.24 -1.52 7.44  C131 1.428, H138 0.963
133 O -0.76 0.81 5.74  C130 1.424, H139 0.971
134 H 0.27 -0.79 4.96  C130 1.099
135 H 1.25 0.63 5.35  C130 1.092
136 H 0.79 0.22 7.75  C131 1.095
137 H 1.76 -1.02 6.97  C131 1.099
138 H -0.05 -2.38 7.06  O132 0.963
139 H -1.34 0.46 6.43  O133 0.971